{"formula": "C20H14Cl56I2In", "method": "ωB97M-V with the def2-TZVPD basis set", "charge": -1, "orbital_gap_ha": 0.2217, "homo_ev": -4.94, "elements": ["I", "C", "C", "C", "In", "C", "C", "C", "I", "H", "H", "H", "H", "H", "H", "H", "H", "H", "H", "H", "H", "H", "H", "C", "Cl", "Cl", "Cl", "Cl", "C", "Cl", "Cl", "Cl", "Cl", "C", "Cl", "Cl", "Cl", "Cl", "C", "Cl", "Cl", "Cl", "Cl", "C", "Cl", "Cl", "Cl", "Cl", "C", "Cl", "Cl", "Cl", "Cl", "C", "Cl", "Cl", "Cl", "Cl", "C", "Cl", "Cl", "Cl", "Cl", "C", "Cl", "Cl", "Cl", "Cl", "C", "Cl", "Cl", "Cl", "Cl", "C", "Cl", "Cl", "Cl", "Cl", "C", "Cl", "Cl", "Cl", "Cl", "C", "Cl", "Cl", "Cl", "Cl", "C", "Cl", "Cl", "Cl", "Cl"], "positions_angstrom": [[-1.289, -0.102, 3.281], [-3.021, -1.403, 2.780], [-2.667, -3.000, 3.094], [-3.515, -3.886, 1.956], [-2.361, -3.704, 0.015], [-3.657, -2.675, -1.544], [-2.769, -1.466, -2.204], [-3.467, 0.017, -2.158], [-1.909, 1.426, -2.912], [-3.290, -1.271, 1.631], [-3.979, -1.156, 3.424], [-3.032, -3.354, 4.148], [-1.501, -3.140, 2.932], [-3.696, -4.989, 2.326], [-4.553, -3.311, 1.851], [-1.733, -5.314, -0.474], [-0.917, -2.638, 0.303], [-3.968, -3.474, -2.341], [-4.630, -2.315, -1.002], [-1.775, -1.387, -1.549], [-2.424, -1.727, -3.308], [-4.470, 0.114, -2.759], [-3.670, 0.326, -1.023], [2.165, -0.394, -2.847], [1.691, 0.093, -4.495], [2.459, 1.060, -1.860], [0.858, -1.356, -2.113], [3.652, -1.372, -2.922], [4.583, -2.750, -6.768], [3.531, -1.588, -5.921], [6.183, -2.782, -5.985], [3.854, -4.374, -6.696], [4.765, -2.255, -8.470], [-3.271, -4.677, -5.812], [-1.976, -3.602, -5.225], [-4.471, -4.922, -4.518], [-4.063, -3.935, -7.225], [-2.572, -6.248, -6.279], [2.748, 1.788, 4.797], [1.266, 2.463, 4.072], [3.304, 0.400, 3.829], [4.017, 3.039, 4.826], [2.404, 1.252, 6.461], [4.620, 7.244, 6.293], [5.207, 8.918, 6.458], [3.384, 7.172, 5.011], [5.981, 6.176, 5.866], [3.907, 6.710, 7.836], [-2.054, -5.064, -10.465], [-3.034, -6.393, -9.795], [-3.091, -3.641, -10.737], [-0.759, -4.644, -9.316], [-1.334, -5.579, -12.011], [3.058, -1.283, -12.134], [3.107, -1.314, -13.914], [2.747, 0.381, -11.577], [1.756, -2.354, -11.557], [4.620, -1.844, -11.486], [-3.229, 3.939, 2.698], [-3.180, 3.908, 0.917], [-3.540, 5.603, 3.254], [-4.531, 2.868, 3.274], [-1.667, 3.378, 3.346], [1.223, 3.988, 9.184], [1.273, 3.957, 7.403], [0.913, 5.652, 9.740], [-0.078, 2.917, 9.760], [2.785, 3.427, 9.831], [9.373, 4.732, 3.724], [9.423, 4.701, 1.944], [9.062, 6.396, 4.281], [8.071, 3.660, 4.301], [10.935, 4.171, 4.372], [-7.632, 1.897, -3.599], [-8.612, 0.568, -2.930], [-8.668, 3.320, -3.872], [-6.336, 2.317, -2.451], [-6.911, 1.382, -5.146], [3.906, 0.507, 12.671], [2.190, 0.625, 12.204], [4.875, 1.604, 11.655], [4.087, 0.968, 14.383], [4.469, -1.167, 12.444], [-0.877, 1.393, -9.554], [0.042, 1.761, -11.035], [-1.936, -0.011, -9.845], [0.255, 1.018, -8.230], [-1.870, 2.802, -9.105], [-0.953, -1.636, 10.519], [0.440, -2.350, 11.368], [-0.638, 0.090, 10.206], [-1.204, -2.483, 8.972], [-2.412, -1.799, 11.529]], "atomic_forces_ev_per_a": [[-1.1, -0.9, -0.2], [-1.4, -2.0, 0.0], [-0.2, -0.1, -1.2], [-0.5, 1.0, 1.4], [-0.1, -0.3, 0.1], [-0.6, 0.3, -0.9], [0.4, 0.0, 0.4], [-0.5, -1.3, 1.2], [-1.0, -0.4, 0.3], [0.9, -0.2, 2.5], [2.2, 0.0, -1.3], [1.0, 1.1, -1.7], [-2.5, 0.2, 0.6], [0.3, 2.2, -0.6], [1.8, -1.4, 0.3], [-0.2, 0.2, 0.0], [-0.3, 0.0, -0.1], [0.5, 1.8, 1.4], [1.7, -0.4, -1.1], [-2.1, 0.1, -1.5], [-0.9, 0.7, 2.3], [2.2, -0.1, 1.0], [0.5, -0.6, -2.6], [-0.3, -0.3, 0.4], [-0.2, 0.3, 0.4], [-0.1, -0.3, -0.3], [0.6, 0.3, -0.2], [-0.3, 0.3, 0.6], [-0.1, 0.1, 0.1], [0.6, -0.7, -1.2], [-0.3, 0.0, -0.1], [0.2, 0.4, 0.0], [-0.1, -0.2, 0.6], [0.0, 0.1, 0.3], [-0.3, -0.4, -0.2], [0.3, 0.0, -0.5], [0.2, -0.1, 0.3], [-0.1, 0.3, 0.1], [0.0, -0.3, 0.0], [0.5, -0.1, 0.2], [-0.2, 0.4, 0.2], [-0.2, -0.2, 0.0], [0.3, -0.4, -0.6], [-0.1, -0.1, 0.0], [-0.1, -0.4, 0.0], [0.3, 0.0, 0.3], [-0.4, 0.3, 0.1], [0.2, 0.1, -0.4], [0.0, 0.0, 0.2], [0.3, 0.3, -0.3], [0.2, -0.3, 0.0], [-0.3, -0.1, -0.3], [-0.1, 0.1, 0.3], [-0.1, 0.0, 0.1], [0.0, 0.0, 0.4], [0.4, -0.7, -0.2], [0.3, 0.3, -0.1], [-0.3, 0.1, -0.5], [0.1, -0.1, -0.1], [0.0, 0.0, 0.4], [0.0, -0.3, -0.1], [0.3, 0.3, -0.1], [-0.6, 0.5, -0.2], [0.1, 0.1, -0.3], [-0.3, 0.5, 0.7], [0.1, -0.3, -0.1], [0.3, 0.7, -0.2], [-0.5, 0.2, -0.2], [0.0, 0.0, 0.0], [0.0, 0.0, 0.5], [0.1, -0.4, -0.2], [0.3, 0.3, -0.1], [-0.4, 0.1, -0.1], [0.1, 0.0, 0.1], [0.2, 0.3, -0.2], [0.2, -0.3, 0.0], [-0.4, -0.1, -0.3], [-0.2, 0.1, 0.4], [-0.2, 0.0, 0.0], [0.5, 0.0, 0.1], [-0.1, -0.3, 0.3], [0.0, -0.1, -0.4], [-0.1, 0.4, 0.0], [0.0, 0.0, 0.1], [-0.6, 0.1, 0.4], [0.3, 0.3, 0.1], [-0.3, 0.1, -0.4], [0.2, -0.3, -0.1], [-0.1, -0.2, -0.1], [-0.3, 0.1, -0.2], [-0.1, -0.8, 0.1], [0.1, 0.3, 0.4], [0.3, 0.0, -0.2]]}



{"formula": "C24H15N4PPdS2Se", "method": "ωB97M-V with the def2-TZVPD basis set", "charge": 0, "orbital_gap_ha": [0.1963, 0.1962], "e_above_lowest_kj_mol": 72.6, "homo_ev": [-8.54, -8.54], "elements": ["Pd", "S", "C", "S", "C", "C", "N", "C", "N", "C", "C", "C", "C", "C", "C", "P", "C", "C", "C", "C", "C", "C", "C", "C", "C", "C", "C", "C", "H", "H", "H", "H", "H", "H", "H", "H", "H", "H", "H", "H", "H", "H", "Se", "C", "N", "N", "C", "H"], "positions_angstrom": [[0.163, 0.006, 0.248], [-1.364, 0.903, -1.130], [-2.604, -0.092, -0.441], [-2.042, -0.421, 1.157], [-3.748, -0.497, -1.051], [-4.686, -1.318, -0.350], [-5.429, -1.979, 0.229], [-4.034, -0.088, -2.391], [-4.268, 0.245, -3.468], [1.875, 2.267, 6.623], [2.426, 1.101, 6.112], [2.204, 0.742, 4.791], [1.431, 1.564, 3.975], [0.868, 2.729, 4.494], [1.096, 3.081, 5.814], [1.142, 1.184, 2.224], [1.856, -0.496, 2.064], [3.155, -0.767, 1.603], [3.583, -2.070, 1.477], [2.737, -3.129, 1.820], [1.473, -2.878, 2.312], [1.030, -1.565, 2.434], [2.536, 1.841, -0.110], [3.608, 2.418, -0.795], [3.892, 2.062, -2.099], [3.089, 1.132, -2.737], [2.028, 0.538, -2.065], [1.758, 0.860, -0.737], [2.050, 2.539, 7.656], [3.032, 0.464, 6.743], [2.638, -0.169, 4.404], [0.262, 3.366, 3.862], [0.664, 3.990, 6.211], [3.820, 0.042, 1.333], [4.579, -2.272, 1.106], [3.079, -4.149, 1.704], [0.817, -3.693, 2.586], [0.039, -1.372, 2.826], [4.235, 3.146, -0.294], [4.729, 2.514, -2.615], [3.283, 0.854, -3.766], [1.416, -0.170, -2.606], [-0.667, -2.213, -3.491], [-0.064, -1.907, -1.898], [0.360, -1.723, -0.792], [2.603, 3.372, 1.832], [2.264, 2.284, 1.279], [3.117, 3.979, 1.190]], "atomic_forces_ev_per_a": [[0.2, -0.1, 1.0], [-0.3, 0.1, -0.7], [0.1, 0.2, 0.1], [-0.1, -0.6, 0.1], [0.1, 0.1, 0.0], [0.0, 0.0, 0.0], [0.0, 0.0, 0.0], [-0.1, -0.1, 0.0], [0.1, 0.0, 0.1], [0.0, 0.0, 0.0], [0.0, 0.0, 0.0], [0.0, 0.0, -0.1], [-0.6, 0.3, 0.0], [0.0, 0.0, 0.0], [0.0, 0.0, 0.0], [0.7, -0.5, -0.4], [0.0, 0.1, 0.0], [0.0, 0.0, 0.0], [0.0, -0.1, 0.0], [0.0, 0.0, 0.0], [0.0, 0.0, 0.0], [0.0, 0.0, 0.0], [0.0, -0.1, -0.1], [0.0, 0.0, 0.0], [0.0, 0.1, 0.0], [-0.1, -0.1, 0.0], [0.0, 0.1, 0.1], [0.1, 0.1, -0.2], [0.0, 0.0, 0.0], [0.0, 0.0, 0.0], [0.0, 0.0, 0.0], [0.0, 0.0, 0.0], [0.0, 0.0, 0.0], [0.0, 0.0, 0.0], [0.0, 0.0, 0.0], [0.0, 0.0, 0.0], [0.0, 0.0, 0.0], [0.0, 0.0, 0.0], [0.0, 0.0, 0.0], [0.0, 0.0, 0.0], [0.0, 0.0, 0.0], [0.0, 0.0, 0.0], [0.0, 0.0, 0.1], [0.0, -0.1, 0.5], [-0.2, 0.4, -0.6], [0.0, -0.1, 0.0], [0.1, 0.1, 0.1], [0.0, 0.0, 0.0]]}



{"formula": "C46H36F9N2O4PPd", "method": "ωB97M-V with the def2-TZVPD basis set", "charge": 2, "orbital_gap_ha": [0.2573, 0.1707], "e_above_lowest_kj_mol": 0.0, "homo_ev": [-13.49, -13.49], "multiplicity": 5, "elements": ["Pd", "C", "O", "C", "C", "C", "C", "C", "C", "N", "N", "C", "O", "C", "C", "C", "C", "C", "C", "C", "O", "H", "H", "H", "H", "H", "H", "H", "H", "H", "H", "H", "H", "F", "C", "F", "F", "C", "C", "C", "C", "C", "C", "P", "C", "C", "C", "C", "C", "C", "C", "F", "F", "F", "C", "C", "C", "C", "C", "C", "C", "F", "F", "F", "H", "H", "H", "H", "H", "H", "H", "H", "H", "H", "H", "H", "C", "C", "C", "C", "C", "C", "C", "O", "C", "C", "C", "H", "H", "H", "H", "H", "H", "H", "H", "H", "H", "H", "H"], "positions_angstrom": [[-1.036, -1.538, -0.393], [-1.984, -5.149, 2.539], [-2.979, -4.295, 3.115], [-3.611, -3.254, 2.535], [-4.750, -2.864, 3.231], [-5.576, -1.866, 2.724], [-5.250, -1.206, 1.546], [-4.118, -1.578, 0.807], [-3.883, -0.808, -0.336], [-2.784, -0.784, -1.051], [-2.730, -0.027, -2.150], [-1.976, -0.719, -3.082], [-1.396, -1.816, -2.840], [-1.971, -0.102, -4.426], [-1.338, -0.795, -5.477], [-1.194, -0.160, -6.703], [-1.757, 1.103, -6.874], [-2.458, 1.767, -5.840], [-2.551, 1.164, -4.601], [-3.281, -2.648, 1.234], [-2.252, -3.049, 0.571], [-2.454, -6.052, 2.157], [-1.308, -5.410, 3.364], [-1.421, -4.624, 1.747], [-4.908, -3.354, 4.193], [-6.470, -1.577, 3.299], [-5.834, -0.341, 1.226], [-4.679, -0.123, -0.657], [-1.015, -1.815, -5.307], [-0.582, -0.590, -7.503], [-1.720, 1.602, -7.853], [-2.864, 2.749, -6.023], [-3.023, 1.675, -3.763], [3.611, -1.786, 7.208], [2.348, -2.366, 7.123], [1.602, -1.843, 8.121], [2.540, -3.695, 7.377], [1.700, -2.130, 5.751], [1.318, -0.787, 5.496], [0.718, -0.502, 4.290], [0.519, -1.559, 3.316], [0.912, -2.892, 3.603], [1.556, -3.179, 4.817], [0.098, -0.959, 1.675], [-1.071, 0.375, 2.049], [-1.258, 1.431, 1.112], [-2.337, 2.299, 1.253], [-3.227, 2.115, 2.343], [-3.010, 1.120, 3.312], [-1.946, 0.250, 3.165], [-4.523, 2.932, 2.430], [-5.600, 2.306, 1.849], [-4.420, 4.144, 1.786], [-4.928, 3.204, 3.718], [1.721, -0.267, 1.222], [1.980, 1.096, 1.371], [3.213, 1.604, 0.937], [4.159, 0.716, 0.382], [3.962, -0.695, 0.426], [2.742, -1.189, 0.845], [5.429, 1.260, -0.270], [6.494, 1.377, 0.577], [5.243, 2.521, -0.797], [5.814, 0.467, -1.319], [1.510, -0.020, 6.241], [0.444, 0.531, 4.053], [0.807, -3.703, 2.896], [1.906, -4.176, 5.031], [-0.633, 1.580, 0.249], [-2.551, 3.111, 0.573], [-3.673, 1.045, 4.168], [-1.825, -0.574, 3.840], [1.282, 1.807, 1.823], [3.393, 2.670, 1.023], [4.809, -1.330, 0.125], [2.562, -2.253, 0.889], [4.717, 4.174, -4.173], [3.756, 3.092, -3.747], [2.559, 3.357, -3.056], [1.621, 2.397, -2.737], [0.294, 2.830, -2.153], [1.986, 1.007, -2.995], [1.201, -0.059, -2.397], [0.304, 0.096, -1.544], [3.197, 0.703, -3.672], [3.592, -0.710, -3.961], [4.027, 1.759, -4.059], [4.324, 5.163, -3.840], [4.792, 4.225, -5.255], [5.727, 4.013, -3.755], [2.327, 4.392, -2.799], [-0.150, 3.657, -2.775], [0.414, 3.200, -1.104], [-0.405, 1.975, -2.114], [1.442, -1.111, -2.685], [2.709, -1.314, -4.250], [4.021, -1.199, -3.079], [4.370, -0.741, -4.734], [4.935, 1.517, -4.606]], "atomic_forces_ev_per_a": [[2.0, -1.1, -1.5], [1.3, 0.3, -0.4], [-1.0, 1.6, -0.6], [0.9, -2.3, -0.3], [-0.8, 1.2, 0.2], [-0.2, -0.7, 1.7], [0.4, 0.1, -0.4], [-0.6, 0.2, 0.7], [0.1, 1.7, -1.4], [-1.0, 0.5, 0.8], [-1.1, -0.7, 0.8], [1.5, -1.4, -1.8], [-0.8, 1.7, 0.6], [0.0, -0.5, 0.7], [-0.3, 0.4, 0.0], [0.3, 0.1, 0.1], [-0.7, 0.8, -0.1], [0.7, -0.6, -0.6], [0.2, 0.2, 0.0], [1.6, -0.9, -0.3], [-1.4, 0.3, 1.2], [-0.2, 0.1, 0.0], [-0.4, 0.0, -0.2], [-0.4, -0.5, 0.5], [-0.3, 0.1, -0.3], [0.5, -0.1, -0.4], [0.0, -0.3, 0.0], [0.2, -0.2, 0.0], [0.2, 0.1, 0.0], [-0.5, 0.0, 0.3], [0.2, -0.3, 0.5], [-0.1, 0.0, 0.0], [0.1, -0.2, -0.3], [-1.8, -0.5, -0.3], [1.3, -0.5, 0.4], [0.5, -0.4, -0.8], [-0.4, 1.2, -0.3], [0.4, 0.0, 0.2], [0.0, -1.3, -0.2], [0.1, -1.0, -1.0], [0.4, -0.4, 1.6], [0.2, 1.3, 0.3], [-0.6, 1.5, 0.5], [0.2, 0.7, 0.2], [-0.7, 0.9, -0.1], [-0.7, -0.3, 0.8], [-0.9, -0.5, 1.4], [-0.2, -0.1, -0.1], [-0.2, 0.7, -0.5], [0.4, 0.2, -1.5], [-1.0, 1.6, 0.3], [1.1, 0.0, 0.3], [0.2, -1.5, 0.7], [0.9, -0.5, -1.5], [0.3, -0.1, 0.2], [0.7, 0.0, -0.3], [0.2, -1.0, -0.4], [-0.2, 0.0, 0.3], [0.6, 1.2, -0.2], [-0.7, 1.1, 0.0], [0.9, 0.9, -0.5], [-1.2, -0.4, -0.7], [-0.1, -1.3, 0.6], [-0.3, 0.5, 1.0], [-0.1, -0.1, -0.1], [0.2, -0.5, 0.1], [-0.1, 0.1, -0.3], [0.0, 0.0, 0.2], [0.4, -0.3, -0.1], [0.2, 0.0, -0.2], [0.0, 0.0, -0.1], [0.1, -0.1, 0.4], [0.0, -0.5, -0.3], [0.2, -0.1, -0.2], [-0.7, 0.2, 0.1], [0.0, -0.1, -0.1], [-0.5, 0.7, 0.8], [-0.2, -0.6, 0.1], [0.0, 0.7, -0.3], [0.8, -1.2, -0.1], [-0.5, 0.2, 0.1], [-0.7, 1.1, 0.7], [0.2, -0.5, -0.1], [0.0, -0.4, 0.3], [-0.3, 0.7, 0.1], [-0.1, -0.6, -0.1], [-0.1, -0.4, 0.1], [0.5, -0.7, -0.2], [0.1, -0.2, -0.2], [-0.5, 0.1, -0.2], [0.0, -0.1, -0.2], [0.5, -0.7, 0.7], [0.0, -0.2, -0.8], [0.3, 0.8, -0.1], [-0.1, 0.7, 0.1], [0.7, 0.3, -0.2], [0.0, 0.1, 0.0], [-0.4, -0.1, 0.1], [-0.1, 0.0, 0.1]]}